1 | 19
Properties=species:S:1:pos:R:3 method="wB97M-V/def2-TZVPD" multiplicity=1 gap_ev=9.21 e_lumo_ev=0.28 smiles=CSS.O.O.O.O
C -3.70 4.44 1.54
S -2.21 3.84 2.37
S -2.60 4.36 4.33
H -4.43 4.75 2.27
H -4.12 3.68 0.88
H -3.48 5.30 0.93
H -2.82 3.13 4.80
H 2.52 -2.12 2.15
H 2.16 -3.31 1.16
O 1.90 -2.45 1.49
H 3.98 -4.37 -2.04
H 4.26 -2.85 -2.44
O 3.60 -3.55 -2.38
H 1.04 -1.75 -4.50
H 0.37 -1.60 -3.08
O 0.23 -1.53 -4.05
H 1.85 -2.02 -1.34
H 0.55 -1.69 -0.69
O 0.91 -2.26 -1.40


2 | 19
Properties=species:S:1:pos:R:3 method="wB97M-V/def2-TZVPD" multiplicity=1 gap_ev=9.00 e_lumo_ev=0.49 smiles=CSS.O.O.O.O
C -1.47 -1.27 -1.49
S -1.48 -0.47 0.14
S -2.74 1.12 -0.27
H -1.75 -2.31 -1.40
H -2.15 -0.78 -2.18
H -0.48 -1.19 -1.93
H -2.08 2.02 0.47
H 2.33 -2.45 1.55
H 2.46 -1.37 0.46
O 2.34 -1.48 1.43
H 2.26 -0.46 -1.49
H 3.52 -1.22 -1.92
O 2.68 -1.34 -1.43
H 0.51 0.65 -0.79
H 1.38 1.25 0.25
O 1.30 1.21 -0.72
H 1.92 0.82 2.27
H 2.33 2.29 2.49
O 1.63 1.76 2.21


3 | 19
Properties=species:S:1:pos:R:3 method="wB97M-V/def2-TZVPD" multiplicity=1 gap_ev=8.68 e_lumo_ev=0.35 smiles=CSS.O.O.O.O
C -1.50 0.00 1.75
S -1.06 1.75 2.20
S -2.88 2.42 2.82
H -1.31 -0.63 2.64
H -2.59 0.05 1.64
H -0.87 -0.31 0.90
H -3.69 1.29 2.84
H -0.12 3.40 -1.17
H -0.68 2.58 -0.18
O -0.34 2.43 -1.02
H 2.38 -3.95 -2.45
H 2.36 -4.73 -1.24
O 2.61 -3.83 -1.49
H 0.77 -0.73 -1.07
H 1.05 -1.76 -0.21
O 0.44 -1.59 -0.90
H 1.62 1.56 -0.98
H 1.83 1.20 -2.46
O 1.97 0.85 -1.62


Least stable structure: 3


1 | 16
Properties=species:S:1:pos:R:3 method="wB97M-V/def2-TZVPD" multiplicity=1 gap_ev=10.38 e_lumo_ev=1.10 smiles=CCOC.N
C 1.82 -0.27 0.85
N -1.77 -1.89 -0.82
H 2.42 -1.16 1.00
H 1.53 0.17 1.82
H 2.40 0.57 0.45
H -1.31 -1.78 0.07
H -1.35 -2.68 -1.25
H -2.75 -1.67 -0.84
C 0.16 0.57 -0.64
O 0.67 -0.51 0.09
C -0.47 1.65 0.27
H 1.01 1.12 -1.09
H -0.56 0.19 -1.35
H -0.97 2.41 -0.32
H -1.17 1.15 0.95
H 0.33 2.14 0.82


2 | 16
Properties=species:S:1:pos:R:3 method="wB97M-V/def2-TZVPD" multiplicity=1 gap_ev=10.45 e_lumo_ev=1.07 smiles=CCOC.N
C 0.84 0.43 -1.68
N 0.84 1.96 1.30
H 1.48 1.27 -1.54
H -0.14 0.77 -2.10
H 1.40 -0.34 -2.37
H 1.39 1.76 2.13
H 1.45 2.70 0.89
H 0.77 1.04 0.81
C -0.95 -0.67 -0.08
O 0.41 -0.25 -0.42
C -1.14 -1.86 0.83
H -1.44 0.15 0.31
H -1.55 -0.75 -1.06
H -2.02 -1.70 1.34
H -1.04 -2.71 0.15
H -0.29 -1.83 1.49


Least stable structure: 2


1 | 16
Properties=species:S:1:pos:R:3 method="wB97M-V/def2-TZVPD" multiplicity=1 gap_ev=10.77 e_lumo_ev=0.92 smiles=NCO.CC
C 1.32 1.59 -1.45
C 2.16 0.55 -0.76
H 0.98 2.34 -0.76
H 0.36 1.13 -1.73
H 1.77 2.00 -2.40
H 1.65 0.07 0.13
H 2.41 -0.35 -1.40
H 3.17 0.98 -0.50
N -0.75 -0.59 -0.37
C -1.41 -0.28 0.79
O -1.45 -1.31 1.87
H -0.31 -1.52 -0.28
H -1.49 -0.85 -1.01
H -0.88 0.68 1.25
H -2.56 0.14 0.48
H -0.66 -1.27 2.39


2 | 16
Properties=species:S:1:pos:R:3 method="wB97M-V/def2-TZVPD" multiplicity=1 gap_ev=10.29 e_lumo_ev=0.97 smiles=CCOC.N
C -0.51 -1.49 -0.26
N 2.39 0.22 -1.22
H -0.11 -0.64 -0.84
H -1.56 -1.55 -0.54
H -0.02 -2.40 -0.59
H 3.29 0.59 -1.48
H 1.75 0.70 -1.87
H 2.22 -0.68 -1.67
C -0.93 0.12 1.57
O -0.26 -1.03 1.05
C -0.99 1.26 0.56
H -1.92 -0.18 1.89
H -0.31 0.42 2.41
H -1.47 2.15 0.97
H 0.01 1.62 0.32
H -1.57 0.88 -0.29


Least stable structure: 1


1 | 16
Properties=species:S:1:pos:R:3 method="wB97M-V/def2-TZVPD" multiplicity=1 gap_ev=8.52 e_lumo_ev=-0.84
N 2.36 2.47 -0.15
H 0.26 1.07 0.52
H 2.66 1.78 0.53
H 2.50 1.91 -1.00
H 1.35 2.54 -0.15
C -0.45 -0.19 -0.64
O 0.51 -0.64 -1.29
C -0.62 -0.92 0.73
C -2.03 -1.20 1.22
H -1.42 -0.25 -1.19
H -0.19 1.05 -0.37
H -0.09 -0.35 1.51
H -0.08 -1.86 0.63
H -2.10 -1.78 2.14
H -2.55 -1.89 0.53
H -2.66 -0.31 1.26


2 | 16
Properties=species:S:1:pos:R:3 method="wB97M-V/def2-TZVPD" multiplicity=1 gap_ev=9.88 e_lumo_ev=0.90
C -1.46 -1.27 0.21
O -0.66 -0.64 1.28
H -2.32 -1.70 0.83
H -1.92 -0.66 -0.60
H -0.99 -2.19 -0.21
C 1.84 0.23 0.02
N 0.58 0.27 -0.73
C -0.23 1.47 -0.66
H 2.28 -0.79 0.05
H 2.60 0.89 -0.42
H 1.64 0.50 1.04
H -0.27 -0.46 0.18
H 0.66 -0.16 -1.66
H -0.18 1.89 0.37
H -1.27 1.18 -0.78
H 0.13 2.19 -1.37


Least stable structure: 1


1 | 15
Properties=species:S:1:pos:R:3 method="wB97M-V/def2-TZVPD" multiplicity=1 total_charge=-1 gap_ev=7.15 e_lumo_ev=3.85
C 0.46 -0.23 -1.00
O 1.48 0.26 -0.25
C -0.53 -1.03 -0.05
C -0.95 -0.26 1.19
O -1.62 -1.10 2.16
H -0.09 0.60 -1.49
H 0.72 -1.04 -1.74
H 0.10 -1.87 0.25
H -1.41 -1.41 -0.56
H -0.07 0.21 1.63
H -1.70 0.50 0.97
H -1.75 -1.97 1.81
H 1.57 3.21 -0.70
H 1.87 1.60 -0.91
O 1.92 2.53 -1.29


2 | 15
Properties=species:S:1:pos:R:3 method="wB97M-V/def2-TZVPD" multiplicity=1 total_charge=-1 gap_ev=7.26 e_lumo_ev=3.72
C -0.76 0.66 0.46
O -1.45 -0.47 0.19
C 0.65 0.32 1.06
C 1.60 0.02 -0.07
O 3.03 0.08 0.36
H -0.62 1.35 -0.40
H -1.23 1.39 1.17
H 0.45 -0.62 1.56
H 1.00 1.13 1.70
H 1.51 -0.96 -0.51
H 1.68 0.79 -0.84
H 3.10 -0.40 1.20
H -2.29 -1.16 -2.13
H -2.33 -0.44 -0.86
O -2.88 -0.51 -1.77


Least stable structure: 2


1 | 13
Properties=species:S:1:pos:R:3 method="wB97M-V/def2-TZVPD" multiplicity=1 gap_ev=8.90 e_lumo_ev=0.15
C -3.50 -1.00 0.12
C -2.26 1.08 -0.37
C 0.44 -1.40 -0.24
N -2.37 -1.15 -0.42
N -1.70 -0.04 -0.71
O -4.35 -1.74 0.50
O -1.50 2.30 -0.66
S -3.74 1.03 0.30
S -0.12 -0.15 -1.38
H 0.02 -2.26 -0.58
H 0.17 -1.12 0.80
H 1.65 -1.38 -0.21
H -2.10 2.98 -0.51


2 | 13
Properties=species:S:1:pos:R:3 method="wB97M-V/def2-TZVPD" multiplicity=1 gap_ev=8.42 e_lumo_ev=-0.55 smiles="N[C@H]1SSC=C1[N+](=O)[O-]"
C 1.31 0.45 -0.81
C 0.00 0.17 -0.65
C -0.62 0.46 0.88
N -0.50 -0.74 1.56
N -0.72 -0.66 -1.55
O -0.05 -1.35 -2.31
O -1.90 -0.64 -1.63
S 2.09 1.55 0.21
S 0.38 1.85 1.46
H 1.85 0.09 -1.74
H -1.69 0.89 0.82
H 0.36 -1.27 1.26
H -0.51 -0.80 2.50


Least stable structure: 2


1 | 11
Properties=species:S:1:pos:R:3 method="wB97M-V/def2-TZVPD" multiplicity=1 gap_ev=9.28 e_lumo_ev=0.75 smiles=Nc1n[nH]c(O)n1
N -0.16 -1.26 -1.82
C -0.21 -0.45 -0.70
N -1.32 0.14 -0.30
N -0.90 0.76 0.85
C 0.40 0.51 1.04
O 1.05 0.99 2.10
N 0.89 -0.25 0.09
H -0.93 -1.12 -2.45
H 0.74 -1.25 -2.28
H -1.53 1.29 1.42
H 1.95 0.63 2.06


2 | 11
Properties=species:S:1:pos:R:3 method="wB97M-V/def2-TZVPD" multiplicity=1 gap_ev=9.43 e_lumo_ev=0.39
N 2.24 0.29 -0.06
C 0.81 0.03 -0.03
N 1.47 -1.06 -0.12
N -1.28 -1.34 -0.05
C -1.37 -0.08 0.04
O -2.54 0.60 0.13
N -0.25 0.76 0.06
H 2.74 0.47 0.80
H 2.69 0.57 -0.92
H -2.20 -1.78 -0.05
H -2.31 1.54 0.19


Least stable structure: 2


1 | 11
Properties=species:S:1:pos:R:3 method="wB97M-V/def2-TZVPD" multiplicity=1 gap_ev=8.93 e_lumo_ev=0.46
C -0.03 -0.08 -0.53
C 1.73 -0.13 0.65
H -1.73 -1.14 0.88
H -3.02 0.28 0.63
H 2.49 -0.44 1.41
H 0.63 1.61 -1.50
N -2.30 -0.64 0.12
N -1.24 -0.04 -0.74
N 0.59 -0.84 0.47
N 0.82 0.59 -1.18
O 2.06 0.82 -0.22


2 | 11
Properties=species:S:1:pos:R:3 method="wB97M-V/def2-TZVPD" multiplicity=1 gap_ev=9.03 e_lumo_ev=0.21 smiles="[H]/N=c1/[nH]cnn1O"
C 1.40 -0.75 0.20
C -0.16 0.63 -0.29
H -2.41 -1.59 -0.20
H 2.46 -1.07 0.32
H 1.71 1.38 0.59
H -1.58 1.69 -0.17
N -0.60 -0.51 -0.54
N 0.38 -1.42 -0.20
N 1.23 0.56 -0.09
N -0.61 1.83 0.02
O -1.81 -0.75 0.36


Least stable structure: 1


1 | 11
Properties=species:S:1:pos:R:3 method="wB97M-V/def2-TZVPD" multiplicity=1 gap_ev=9.36 e_lumo_ev=0.62
C -0.66 -0.60 -0.20
C -0.79 0.87 -0.20
N 0.38 -1.21 0.18
N 2.98 1.09 0.52
N 1.58 -0.71 0.52
N 2.16 0.30 0.42
O -1.76 -1.35 -0.38
H -1.90 1.18 -0.32
H -0.02 1.29 -1.01
H -0.43 1.41 0.81
H -1.53 -2.28 -0.34


2 | 11
Properties=species:S:1:pos:R:3 method="wB97M-V/def2-TZVPD" multiplicity=1 gap_ev=9.60 e_lumo_ev=0.63 smiles=Nc1nnoc1N
C 0.15 -0.04 -0.72
C -0.41 0.45 0.45
H -0.17 -0.31 -2.62
H 1.13 0.53 -2.37
H -0.39 2.06 1.71
H -1.01 2.46 0.05
N 0.16 0.50 -2.04
N 0.70 -1.21 -0.44
N 0.54 -1.53 0.75
N -0.89 1.73 0.84
O -0.19 -0.45 1.39


Least stable structure: 1


1 | 11
Properties=species:S:1:pos:R:3 method="wB97M-V/def2-TZVPD" multiplicity=1 gap_ev=9.40 e_lumo_ev=0.07 smiles=Nn1cnnc1O
C 1.35 0.68 0.11
C 0.18 -1.18 -0.01
H -1.64 1.00 0.97
H -0.96 1.75 -0.61
H 1.49 1.85 -0.09
H -1.75 -1.23 -0.34
N -1.27 0.77 -0.09
N -0.02 0.07 0.08
N 2.18 -0.37 -0.07
N 1.40 -1.43 0.02
O -0.96 -1.91 0.02


2 | 11
Properties=species:S:1:pos:R:3 method="wB97M-V/def2-TZVPD" multiplicity=1 gap_ev=9.09 e_lumo_ev=0.63 smiles=Nc1n[nH]c(O)n1
N -1.92 -0.29 1.17
C -0.86 -0.07 0.30
N -0.30 1.12 0.40
N 0.86 0.95 -0.26
C 0.97 -0.30 -0.72
O 2.24 -0.57 -1.11
N -0.15 -0.99 -0.46
H -2.12 0.57 1.67
H -2.76 -0.80 0.93
H 1.63 1.57 -0.11
H 2.41 -1.20 -1.82


3 | 11
Properties=species:S:1:pos:R:3 method="wB97M-V/def2-TZVPD" multiplicity=1 gap_ev=9.90 e_lumo_ev=0.83
N -1.60 -0.56 -1.27
C -0.53 -0.34 -0.50
N -0.55 0.44 0.71
N 0.30 -0.43 1.65
C 0.92 0.14 0.53
O 1.94 1.00 0.64
N 0.72 -0.61 -0.70
H -2.50 -0.20 -0.99
H -1.45 -0.79 -2.24
H 0.47 0.22 2.42
H 2.28 1.15 -0.26


4 | 11
Properties=species:S:1:pos:R:3 method="wB97M-V/def2-TZVPD" multiplicity=1 gap_ev=10.05 e_lumo_ev=-0.40
C 3.13 0.06 -0.31
C 1.84 -0.11 0.25
N 4.19 0.31 -0.66
N -2.08 -0.02 0.07
N 1.31 -1.22 0.61
N -1.39 1.02 -0.08
O -2.63 -0.70 -0.81
H 1.39 0.74 0.58
H -1.99 -0.40 1.05
H 1.95 -2.00 0.58
H -1.44 1.57 -1.00


Least stable structure: 4


1 | 19
Properties=species:S:1:pos:R:3 method="wB97M-V/def2-TZVPD" multiplicity=1 total_charge=-1 gap_ev=7.74 e_lumo_ev=4.13
C -0.96 -0.43 -1.42
C 0.54 -0.30 -1.74
N 1.31 -1.14 -0.82
C 0.77 -0.78 0.94
C 1.03 0.75 0.90
O 0.45 1.32 2.07
H -1.16 -1.52 -1.27
H -1.84 0.04 -1.96
H -1.01 -0.01 -0.40
H 0.78 -0.43 -2.80
H 0.73 0.81 -1.53
H 0.68 -1.60 0.07
H 1.29 -1.27 1.79
H -0.29 -0.88 1.13
H 1.99 1.00 0.75
H 0.43 1.20 0.05
H -2.35 0.55 1.18
H -0.54 1.27 1.99
O -1.86 1.43 1.07


2 | 19
Properties=species:S:1:pos:R:3 method="wB97M-V/def2-TZVPD" multiplicity=1 total_charge=-1 gap_ev=7.10 e_lumo_ev=3.99
C 1.08 -0.86 -0.12
N 1.02 -0.39 1.57
C 0.23 0.77 1.81
O -1.19 0.67 1.63
C 1.10 0.40 -1.01
C -0.31 0.54 -1.58
H 0.24 -1.45 -0.50
H 2.00 -1.42 -0.12
H 0.50 -1.08 1.11
H 0.52 1.68 1.24
H 0.38 1.10 2.84
H 1.57 1.20 -0.44
H 1.76 0.28 -1.88
H -0.96 0.20 -0.77
H -0.49 -0.15 -2.40
H -0.53 1.55 -1.89
H -1.42 -0.19 1.20
H -2.96 -1.84 -0.23
O -2.54 -1.00 -0.46


Least stable structure: 1


1 | 19
Properties=species:S:1:pos:R:3 method="wB97M-V/def2-TZVPD" multiplicity=1 total_charge=-1 gap_ev=6.92 e_lumo_ev=3.65
C -0.59 0.20 0.76
N -0.68 -1.30 0.67
C 0.67 -2.01 0.99
O 1.51 -2.26 -0.17
C -1.69 0.92 -0.30
C -1.34 2.14 -0.98
H 0.35 0.62 0.39
H -0.68 0.53 1.83
H -0.68 -1.60 -0.35
H 0.29 -2.96 1.45
H 1.29 -1.33 1.73
H -1.83 0.24 -1.22
H -2.58 0.84 0.27
H -1.90 2.21 -2.03
H -0.20 2.22 -0.77
H -1.85 2.96 -0.42
H 3.15 0.23 -1.08
H 3.08 -1.22 -0.25
O 3.71 -0.42 -0.52


2 | 19
Properties=species:S:1:pos:R:3 method="wB97M-V/def2-TZVPD" multiplicity=1 total_charge=-1 gap_ev=7.75 e_lumo_ev=4.18
C 2.39 0.13 0.09
N 1.12 -0.37 -0.34
C 0.30 0.66 -0.93
C -1.09 0.15 -1.27
C -1.97 -0.32 -0.11
O -1.99 0.56 0.99
H 3.13 0.21 -0.72
H 2.32 1.14 0.56
H 2.79 -0.45 0.93
H 0.66 -0.78 0.45
H 0.24 1.50 -0.22
H 0.75 1.03 -1.86
H -1.00 -0.74 -1.92
H -1.58 0.87 -1.89
H -1.65 -1.31 0.22
H -3.00 -0.34 -0.50
H -1.50 0.07 1.70
H 0.34 -0.81 2.73
O -0.27 -1.19 2.08


3 | 19
Properties=species:S:1:pos:R:3 method="wB97M-V/def2-TZVPD" multiplicity=1 total_charge=-1 gap_ev=7.01 e_lumo_ev=4.24
C -1.82 0.91 -0.15
C -0.67 -0.01 -0.56
C 0.69 0.58 -0.12
C 0.96 0.40 1.43
O -0.11 0.05 2.14
N -0.72 -0.15 -2.04
H -1.49 1.66 0.57
H -2.60 0.32 0.33
H -2.23 1.39 -1.03
H -0.84 -0.99 -0.12
H 0.65 1.64 -0.37
H 1.44 0.10 -0.75
H 1.43 1.38 1.72
H 1.86 -0.29 1.50
H -0.09 -0.87 -2.36
H -0.40 0.74 -2.44
H 2.04 -2.02 0.80
H 0.57 -2.22 0.95
O 1.34 -2.60 0.49


Least stable structure: 1